ORCA calculation (ωB97M-V/def2-TZVPD) on a molecular structure, C6F18N3NaO12S6.

Results
Spin multiplicity: 1
ΔE to the lowest compared entry with this formula, charge and spin in kcal/mol: 18.5
LUMO in eV: 4.0
Total charge: -2

Positions of all 46 atoms, in Å:
Na 0.064 -0.164 0.092
C -2.790 0.240 1.628
F -2.344 -0.718 2.453
F -3.785 0.888 2.227
F -1.792 1.113 1.417
S -3.442 -0.538 0.035
O -4.251 -1.686 0.422
O -4.165 0.514 -0.637
N -2.005 -0.977 -0.775
S -2.474 -2.092 -1.766
O -2.540 -3.419 -1.194
O -3.616 -1.798 -2.625
C -0.969 -2.159 -2.896
F -1.330 -2.651 -4.083
F -0.443 -0.940 -3.042
F -0.039 -2.971 -2.391
C 0.612 -3.740 1.730
F -0.486 -3.355 1.113
F 0.427 -3.547 3.015
F 0.875 -5.019 1.567
S 2.032 -2.716 1.039
O 3.224 -3.315 1.607
O 2.003 -2.720 -0.395
N 1.540 -1.190 1.580
S 2.500 -0.845 2.790
O 2.476 -1.803 3.880
O 3.793 -0.335 2.406
C 1.510 0.643 3.436
F 2.302 1.350 4.244
F 1.105 1.415 2.430
F 0.457 0.230 4.141
C 2.954 3.243 -0.341
F 2.237 4.216 0.174
F 4.020 3.747 -0.924
F 3.324 2.436 0.637
S 1.999 2.206 -1.653
O 2.114 2.978 -2.856
O 2.630 0.894 -1.644
N 0.470 1.949 -0.999
S -0.544 3.139 -1.274
O -1.620 3.258 -0.294
O 0.059 4.410 -1.544
C -1.365 2.565 -2.888
F -0.525 1.902 -3.669
F -2.370 1.731 -2.651
F -1.834 3.632 -3.522